Record 1
This record from the OMol25 dataset describes a cluster of 2 separate species, C7H13NSSi in total in a non-equilibrium geometry. The level of theory is ωB97M-V with the def2-TZVPD basis set.

Computed properties:
**Strongest force on any atom**: 5.2 eV/A
**Relative energy (zero: lowest compared OMol25 entry of this formula, charge and spin)**: 105.2 kcal per mole
**Charge**: 0
**SMILES string**: [SiH3]C#[N+][S-].C#CC(C)(C)C
**E_tot**: -1016.76835 hartree

```
23
C7H13NSSi, DFT ωB97M-V with the def2-TZVPD basis set
C 0.88520 -1.95405 0.47029
C 0.30989 -1.25020 -0.31281
C 1.93915 1.01720 1.21278
C -1.20437 -1.13694 -2.37966
C -0.81081 0.87701 -0.92658
C -2.05855 -1.05487 0.05743
C -0.91290 -0.60035 -0.95990
N 2.68961 0.79946 0.31241
Si 1.78427 1.97979 2.80214
S 3.53780 0.35773 -0.85807
H 1.69986 -2.10554 1.12191
H -2.18587 -0.78854 -2.75796
H -0.42087 -0.74608 -3.01358
H -1.20841 -2.23681 -2.39707
H -0.68726 0.98231 0.12177
H 0.01590 1.32272 -1.42500
H -1.75284 1.35066 -1.16534
H -3.06795 -0.50421 -0.13916
H -2.30650 -2.08333 -0.25123
H -1.82311 -1.12280 1.10009
H 1.51821 3.43053 2.65217
H 3.36756 1.97968 3.07248
H 0.69200 1.48662 3.66287
```

Record 2
This record from the OMol25 dataset describes a cluster of 2 separate species, C4H8O2 in total. The level of theory is ωB97M-V with the def2-TZVPD basis set.

Computed properties:
**Strongest force on any atom**: 0.5 eV/A
**Relative energy (zero: lowest compared OMol25 entry of this formula, charge and spin)**: 38.3 kcal per mole
**Charge**: 0
**SMILES string**: C=CCC=O.O
**E_tot**: -307.65134 hartree

```
14
C4H8O2, DFT ωB97M-V with the def2-TZVPD basis set
O 1.84111 0.59044 -0.70464
C 1.55213 -0.06342 0.27507
C -1.02467 1.01207 0.86417
C -0.85532 -0.30787 0.80686
O -0.41253 -0.00609 -2.35306
C 0.39816 -1.03252 0.34872
H 0.43695 0.28647 -1.98712
H 2.11425 0.09408 1.21639
H -0.26657 1.71756 0.52587
H -1.92909 1.43849 1.28942
H -1.66524 -0.95978 1.13201
H -1.05299 0.54037 -1.88124
H 0.23612 -1.50559 -0.62793
H 0.62769 -1.80420 1.09547
```

Record 3
This record from the OMol25 dataset describes a structure of composition C18H21F3N4O2 in a non-equilibrium geometry. The level of theory is ωB97M-V with the def2-TZVPD basis set.

Computed properties:
**Strongest force on any atom**: 20.0 eV/A
**Relative energy (zero: lowest compared OMol25 entry of this formula, charge and spin)**: 365.4 kcal per mole
**Charge**: 0
**E_tot**: -1367.04934 hartree

```
48
C18H21F3N4O2, DFT ωB97M-V with the def2-TZVPD basis set
C -3.61015 -1.82579 1.34432
C -4.18524 -0.47822 1.35391
H -5.22551 -0.43668 1.02087
H -4.21665 -0.11419 2.35270
O -3.72371 0.30198 0.31343
C -2.71509 1.03211 0.97570
O -2.26009 0.82715 2.18323
N -2.22947 2.07000 -0.08534
C -2.63293 2.09623 -1.45094
H -3.52101 1.56860 -1.48431
C -1.58073 1.50531 -2.16207
N -0.33603 1.40950 -1.60815
C 0.29870 -0.04422 -1.17045
N -0.46378 -0.85370 -1.16176
C -0.09305 -2.08179 -0.74826
N 0.88078 -2.27392 0.27165
C 1.86767 -1.37656 0.24531
C 3.01023 -1.46061 0.97401
C 4.12406 -0.33818 0.72790
C 3.83063 0.73916 0.10000
C 2.61376 0.90099 -0.74358
C 1.47840 0.09482 -0.34927
H 2.55721 1.85900 -1.26931
C 4.94117 1.69564 0.00063
H 5.26544 2.24731 0.55003
H 5.96509 1.14638 -0.56260
H 4.76519 2.26680 -0.86036
H 4.99529 -0.42013 1.27868
C 3.15844 -2.70246 1.78119
H 2.48952 -2.79889 2.49098
H 4.22144 -2.57242 2.10407
H 3.11495 -3.54913 0.87995
C -0.91477 -3.23962 -0.85158
F -1.33348 -4.02992 0.23383
F -0.33086 -4.26053 -1.61260
F -2.03070 -2.78612 -1.49731
C 0.04677 2.57973 -1.01253
H -0.11311 3.38744 -1.31494
C -0.99323 2.78975 0.34409
H -0.68877 2.44640 1.34443
H -1.09810 3.73346 0.65269
H 0.88989 2.69741 -0.20530
H -1.49487 1.73491 -3.13165
H -1.86652 0.12517 -2.28529
H -2.74087 3.18029 -1.74085
H -4.01306 -2.60139 1.89187
H -3.61094 -2.29654 0.27826
H -2.49194 -1.89452 1.61472
```

Record 4
This record from the OMol25 dataset describes a cluster of 4 separate species, C15H18F24NO4P in total. The level of theory is ωB97M-V with the def2-TZVPD basis set.

Computed properties:
**Strongest force on any atom**: 0.8 eV/A
**Charge**: 0
**SMILES string**: FC(F)C(F)(F)COC(F)(F)C(F)F.FC(F)C(F)(F)COC(F)(F)C(F)F.FC(F)C(F)(F)COC(F)(F)C(F)F.N[PH3]O
**E_tot**: -3676.21555 hartree

```
63
C15H18F24NO4P, DFT ωB97M-V with the def2-TZVPD basis set
N -0.20915 3.66641 -5.20878
P -1.96685 3.58105 -5.01897
O -3.67059 3.71303 -4.75756
H 0.28822 2.79203 -5.13425
H 0.23627 4.30027 -4.56247
H -1.92037 2.41412 -4.23592
H -2.14409 3.40595 -6.39060
H -1.93696 4.85798 -4.44448
H -4.12931 2.88831 -4.85401
C -3.63318 0.00746 -1.62020
C -2.70189 -0.48509 -2.73185
C -2.74039 -1.96778 -3.13257
F -2.42667 -2.74924 -2.08026
F -1.81607 -2.17513 -4.09773
F -1.43118 -0.12336 -2.48020
F -3.10014 0.18261 -3.86772
O -3.03696 0.05821 -0.33960
C -3.11654 -0.97060 0.54603
C -1.71508 -1.46065 0.96398
F -0.97486 -1.74142 -0.13570
F -1.84837 -2.58790 1.68607
F -3.87537 -1.98221 0.09893
F -3.69288 -0.50599 1.68127
H -3.84281 1.04476 -1.87741
H -4.56646 -0.55566 -1.63178
H -3.72520 -2.24144 -3.51765
H -1.21599 -0.69379 1.55669
C 1.80583 -0.95022 -1.98357
C 2.17669 0.32914 -2.73953
C 2.65496 0.19294 -4.19269
F 3.78058 -0.54573 -4.25781
F 2.92475 1.42317 -4.68179
F 3.04316 1.07519 -2.03616
F 0.99586 1.02185 -2.84344
O 2.83689 -1.49284 -1.17806
C 3.70557 -2.42653 -1.63900
C 5.16991 -1.99181 -1.42954
F 5.37607 -0.77429 -1.96773
F 5.97802 -2.87717 -2.04601
F 3.47814 -2.76449 -2.91915
F 3.54897 -3.55357 -0.89501
H 1.02608 -0.64769 -1.28607
H 1.38563 -1.68101 -2.67412
H 1.87727 -0.27083 -4.80511
H 5.39712 -1.96807 -0.36275
C 1.36291 0.71454 5.07085
C 0.08278 0.15304 4.44581
C -1.24992 0.83457 4.78986
F -1.47623 0.77704 6.11745
F -2.24436 0.17765 4.15494
F -0.01298 -1.16867 4.63971
F 0.22448 0.37480 3.09014
O 1.79920 0.05252 6.24161
C 1.42963 0.44945 7.48737
C 0.80951 -0.70936 8.29373
F -0.20044 -1.26919 7.60128
F 0.31935 -0.21741 9.44853
F 0.61899 1.52053 7.47061
F 2.55213 0.80816 8.16179
H 2.13806 0.52264 4.33053
H 1.26598 1.79096 5.20891
H -1.24076 1.87763 4.46434
H 1.57298 -1.45895 8.50677
```

Record 5
This record from the OMol25 dataset describes an isolated molecule of C5H11N. The level of theory is ωB97M-V with the def2-TZVPD basis set.

Computed properties:
**Strongest force on any atom**: 0.5 eV/A
**Relative energy (zero: lowest compared OMol25 entry of this formula, charge and spin)**: 97.1 kcal per mole
**Charge**: 0
**E_tot**: -251.70774 hartree

```
17
C5H11N, DFT ωB97M-V with the def2-TZVPD basis set
C 1.37306 0.04050 -0.72731
N 0.17695 0.54549 -0.02406
C 0.22972 0.32435 1.45663
C -0.90694 -0.26714 0.76489
C -0.66898 1.49460 -0.76780
C -0.91932 -1.69786 0.36204
H 1.41606 -1.05063 -0.70260
H 1.35104 0.36894 -1.76681
H 2.29021 0.42981 -0.27261
H 0.14860 1.21122 2.09151
H 1.11692 -0.28296 1.71097
H -1.47127 0.91531 -1.23936
H -0.08768 2.00310 -1.54134
H -1.14572 2.20270 -0.09354
H -1.53507 -2.24478 1.08108
H -1.42439 -1.77810 -0.61178
H 0.05682 -2.21456 0.28007
```

Which of these has the highest E_tot? C5H11N